# C5H11O4

2 unconnected molecules or ions with the total composition C5H11O4 in a non-equilibrium geometry (wB97M-V/def2-TZVPD, the OMol25 dataset).

## Properties
E = -13547.9615 eV
HOMO energy (spin up / spin down) = -0.3511 / -0.3500 hartree
ΔE to the lowest compared entry with this formula, charge and spin = 212.9 kJ/mol
HOMO-LUMO gap (spin up / spin down) = 10.088 / 6.965 eV
spin multiplicity = 2

Last columns: bonded neighbours and bond lengths (Å).
CARTESIAN COORDINATES (ANGSTROEM)
1 O -1.989 2.076 -1.241  C6 1.424, C8 1.434
2 O 0.590 3.190 -1.692  C7 1.424, H15 0.971
3 O -1.655 3.943 2.040  H17 0.959
4 O 1.674 3.198 0.601  C5 1.397, H18 0.973
5 C 0.281 3.182 0.707  O4 1.397, C7 1.535, H10 1.092, H11 1.146
6 C -2.084 2.946 -2.364  O1 1.424, C8 1.554, H13 1.105, H16 1.083
7 C -0.208 3.729 -0.642  O2 1.424, C5 1.535, C8 1.503, H20 1.109
8 C -1.648 3.440 -0.957  O1 1.434, C6 1.554, C7 1.503, C9 1.481
9 C -2.635 4.355 -0.339  C8 1.481, H12 1.102, H14 1.107, H19 1.196
10 H -0.018 2.136 0.806  C5 1.092
11 H -0.202 3.777 1.559  C5 1.146
12 H -3.634 4.085 -0.718  C9 1.102
13 H -3.118 3.259 -2.598  C6 1.105
14 H -2.378 5.381 -0.667  C9 1.107
15 H 1.505 3.422 -1.468  O2 0.971
16 H -1.400 2.781 -3.187  C6 1.083
17 H -1.875 4.177 2.944  O3 0.959
18 H 2.073 3.111 1.483  O4 0.973
19 H -2.457 4.275 0.842  C9 1.196
20 H -0.090 4.829 -0.570  C7 1.109